ORCA calculation (the ωB97M-V functional and the def2-TZVPD basis) on a cluster of 16 separate species, C64H160O32 in total in a non-equilibrium geometry.

The geometry in XYZ format:
```
256
Properties=species:S:1:pos:R:3:forces:R:3:mulliken_charge:R:1
C 1.006013 -3.810787 3.112767 -0.5 -1.9 0.8 0.769
O -0.113455 -4.575951 2.568787 1.2 2.4 0.2 -0.066
C 0.185861 -5.920732 2.572857 -0.1 -0.5 0.5 0.883
C -1.132953 -6.621982 2.387383 0.3 0.2 0.2 -1.129
O -1.945261 -6.501914 3.544512 -0.6 -0.7 -0.2 -0.260
C -1.917268 -7.642464 4.383547 1.5 0.3 0.4 -0.742
H 1.945266 -4.092529 2.594525 -0.5 0.9 -0.2 -0.518
H 1.184443 -4.210688 4.136864 -0.2 0.3 -0.3 0.663
H 0.741987 -2.759575 3.224200 0.1 -0.2 -0.5 -0.974
H 0.715592 -6.147384 3.508861 -0.4 -0.4 0.2 -0.226
H 0.875860 -6.226706 1.792900 0.3 0.1 -0.6 -0.239
H -0.941959 -7.630665 2.065546 -0.2 -0.9 0.2 0.533
H -1.627145 -6.146929 1.541202 -0.3 0.2 0.1 0.238
H -2.215709 -8.577767 3.944547 -0.2 -0.4 -0.9 0.335
H -2.555465 -7.528312 5.241096 -0.4 0.6 0.3 0.286
H -0.889901 -7.783024 4.777096 -0.3 0.0 -0.1 0.222
C 4.181836 -2.946033 1.044968 0.4 -0.3 0.2 0.027
O 3.300523 -3.723327 0.236355 0.7 0.8 0.5 0.498
C 3.478547 -5.075298 0.495211 -1.1 -2.1 -0.8 0.360
C 2.640855 -5.905595 -0.521489 0.8 0.2 0.5 -0.785
O 3.285693 -6.080314 -1.745521 -0.1 -0.1 -0.5 -0.548
C 2.868969 -5.184942 -2.769670 1.4 -0.4 -0.3 -0.280
H 4.087880 -3.181524 2.131894 -0.2 0.1 -0.7 -0.155
H 4.034636 -1.895190 0.848919 -0.5 0.2 0.1 -0.413
H 5.229068 -3.100209 0.763729 0.0 -0.4 0.0 0.495
H 3.100063 -5.350325 1.488519 0.2 0.1 0.2 -0.287
H 4.506975 -5.448084 0.398520 0.1 0.5 0.1 0.358
H 1.691985 -5.446387 -0.662597 -0.9 0.6 -0.1 -0.006
H 2.425610 -6.908492 -0.180519 0.2 -0.3 0.7 0.513
H 3.477521 -5.536912 -3.633719 -0.7 0.5 0.3 0.266
H 3.199210 -4.183706 -2.481954 -0.4 0.3 -0.3 0.022
H 1.795456 -5.228532 -3.000897 0.2 0.0 0.2 0.264
C -3.756821 3.316899 0.437238 -1.5 0.5 0.9 -0.737
O -4.557505 3.299248 -0.748531 0.6 1.3 0.5 -0.165
C -3.980456 4.126540 -1.764456 1.0 -1.8 0.1 0.935
C -4.580911 5.441762 -1.993234 0.9 0.6 0.6 -0.856
O -4.373568 6.102947 -0.785579 -0.7 1.5 1.2 -0.262
C -5.197909 7.256785 -0.647671 -0.2 -1.0 0.1 -0.867
H -3.620968 4.288171 0.974244 -0.1 -0.3 -1.0 0.301
H -2.821808 2.846644 0.260034 1.0 -0.4 -0.2 0.188
H -4.310121 2.719623 1.151466 0.0 -0.4 0.2 0.238
H -4.207261 3.595284 -2.651729 0.4 -0.9 -1.2 -0.508
H -2.871402 4.202526 -1.570369 -1.0 0.0 -0.4 -0.010
H -5.600101 5.356922 -2.340357 -0.7 0.1 0.3 0.498
H -4.017453 5.963385 -2.765814 0.0 0.0 -0.5 0.357
H -5.061591 7.869502 -1.528607 -0.1 0.6 -0.2 0.316
H -4.975251 7.802777 0.275611 0.2 -0.2 -0.3 0.238
H -6.241064 6.905717 -0.598864 0.1 0.4 0.0 0.319
C -7.603328 -1.444580 1.088214 -0.4 0.5 -0.5 -0.580
O -7.762278 -0.069056 0.814870 1.0 1.6 -0.5 -0.518
C -6.712416 0.651605 0.124086 0.9 -1.2 0.0 0.636
C -7.105207 1.011939 -1.281967 0.6 0.4 -0.1 -0.641
O -7.506279 -0.120862 -2.017180 -0.7 0.0 -0.4 -0.009
C -8.547943 0.157203 -2.993937 1.0 0.0 1.9 -0.757
H -6.660705 -1.728896 1.544177 0.3 0.2 0.0 0.188
H -7.830394 -2.079302 0.226811 0.3 0.1 -0.2 0.190
H -8.405348 -1.566890 1.777285 -0.5 -0.7 0.8 0.362
H -5.775948 0.055751 0.134489 -0.5 0.2 0.1 -0.358
H -6.453857 1.629174 0.565879 -0.4 -0.5 0.5 0.131
H -6.298729 1.600647 -1.777381 -0.1 -0.7 0.2 0.019
H -7.856749 1.766071 -1.127513 -1.2 0.1 -0.4 0.693
H -8.841335 -0.793389 -3.408884 -0.2 -0.2 -0.1 0.242
H -8.099885 0.781136 -3.733936 0.0 0.6 -0.8 0.043
H -9.367386 0.673978 -2.468276 0.0 -0.2 -0.4 0.379
C 3.463095 3.059077 -1.028120 -0.5 0.5 -0.4 0.361
O 4.762388 3.482296 -1.323853 0.7 0.2 0.7 -0.315
C 5.105786 4.754846 -0.785773 0.6 -0.3 0.5 -0.591
C 4.355158 5.848812 -1.488521 1.6 -0.5 0.5 -0.493
O 4.753406 5.824855 -2.830132 -0.2 -0.2 -0.5 -0.329
C 3.909624 6.677943 -3.537501 -0.3 0.9 -0.3 -0.759
H 3.035692 3.598884 -0.180344 0.0 0.0 0.2 0.458
H 3.479331 2.006328 -0.759804 -0.1 -0.2 -0.3 -1.053
H 2.833284 3.273850 -1.911190 -0.1 -0.5 0.3 0.396
H 6.193539 4.831859 -0.934016 -0.4 0.1 0.0 0.436
H 4.886122 4.849067 0.310322 0.1 -0.4 -0.6 0.273
H 4.647305 6.818867 -1.040784 -0.6 -0.2 0.0 0.467
H 3.320330 5.556204 -1.344290 -0.6 0.7 -0.2 0.281
H 4.062968 7.710052 -3.193170 0.0 0.1 -0.2 0.333
H 2.880966 6.439466 -3.299745 -0.6 -0.1 -0.1 0.285
H 4.017025 6.645102 -4.628815 0.4 -0.3 0.4 0.270
C -0.990928 -2.135092 8.808299 -1.0 0.5 2.0 -0.808
O -1.057356 -1.270297 7.728067 0.1 0.3 -0.3 -0.335
C -1.348883 -1.982326 6.545997 0.2 -0.4 0.5 -0.862
C -1.470698 -1.035302 5.395270 0.1 -0.4 -1.1 -0.397
O -0.267671 -0.810881 4.654407 -0.3 0.3 0.6 0.415
C 0.697466 -0.053060 5.358703 1.0 -0.5 0.5 -0.224
H -1.012267 -1.508202 9.728466 0.4 -0.4 -0.6 0.255
H -0.149127 -2.820123 8.839990 0.5 0.0 -0.3 0.267
H -1.896167 -2.748357 8.902383 -0.1 -0.1 -0.3 0.356
H -2.294861 -2.506817 6.644252 -0.5 -0.1 0.2 0.687
H -0.607912 -2.792728 6.480752 0.1 0.2 -0.8 0.180
H -1.935641 -0.117789 5.742957 0.3 0.5 0.3 0.323
H -2.196925 -1.413633 4.667087 0.3 -0.3 0.0 0.363
H 0.366016 0.942864 5.669332 -0.3 0.0 -0.1 -0.035
H 1.571205 0.045444 4.704232 -0.3 0.2 -0.1 -0.362
H 1.092551 -0.571434 6.267473 -0.6 0.2 -0.5 0.388
C -2.465465 0.945817 -1.909955 -1.2 0.9 -0.3 -0.460
O -1.662458 0.994444 -0.765935 1.4 -0.2 -0.6 0.744
C -0.296624 1.321770 -1.162834 -1.3 1.0 0.0 0.176
C 0.487902 1.236563 0.100807 -0.7 -1.0 0.7 0.826
O 0.379631 -0.132163 0.492446 0.8 0.1 0.2 2.365
C 1.239720 -0.485323 1.569517 -0.3 -0.3 -0.5 0.052
H -3.507296 0.901414 -1.631490 -0.4 -0.1 0.6 -0.102
H -2.320344 0.090498 -2.558534 0.7 -0.2 -0.2 -0.216
H -2.386151 1.896156 -2.465348 0.2 -0.4 -0.2 0.145
H -0.353465 2.394759 -1.546043 0.5 -1.2 0.1 0.499
H 0.107233 0.603783 -1.914660 -0.6 0.6 0.3 -1.375
H 0.018432 1.846264 0.877643 0.2 0.3 -0.1 -0.976
H 1.519398 1.526382 -0.002584 0.6 0.2 -0.2 -0.304
H 1.376529 -1.563661 1.558386 0.2 -0.1 -0.4 -1.428
H 0.780278 -0.305744 2.530182 -0.2 0.6 0.4 0.151
H 2.207697 0.009141 1.469403 0.1 0.1 0.2 0.281
C -1.860056 0.610007 -5.402398 0.1 -0.1 0.3 -0.712
O -0.896412 1.100962 -4.429771 -1.9 0.0 -1.2 0.415
C 0.329572 1.427929 -4.996331 1.0 -1.6 0.5 1.126
C 0.338463 2.362001 -6.147541 -0.3 1.5 -0.8 -1.269
O -0.077839 3.739068 -5.808940 1.2 -1.9 -0.5 -0.203
C 1.027977 4.446833 -5.305798 -0.4 1.0 0.6 -0.759
H -1.486759 -0.305558 -5.868462 0.3 0.2 -0.2 0.376
H -2.199014 1.344668 -6.193622 0.5 -0.5 1.0 0.230
H -2.719631 0.261098 -4.825846 0.0 0.4 0.0 -0.237
H 0.849378 0.459805 -5.333947 -0.4 1.1 0.4 -0.027
H 0.869997 1.860167 -4.136577 0.3 -0.1 -0.5 -0.610
H -0.294991 2.088773 -6.991891 -0.3 -0.3 0.3 0.421
H 1.351050 2.301104 -6.585285 -0.1 0.6 0.3 0.439
H 1.919656 4.376587 -5.929123 0.0 0.0 -0.2 0.382
H 1.307749 4.186207 -4.278285 0.0 -0.4 0.0 0.155
H 0.699259 5.486945 -5.235008 0.2 0.0 -0.2 0.361
C 2.755630 -0.777234 -1.437407 -0.1 -1.3 -0.8 1.182
O 3.488553 -1.384298 -2.507690 0.2 1.5 -1.1 0.206
C 3.875355 -0.343027 -3.461682 0.8 -0.4 1.1 0.616
C 4.179019 -0.908012 -4.848139 0.1 0.8 0.6 -1.151
O 3.024472 -1.415677 -5.447478 -0.6 0.1 0.6 -0.019
C 3.276563 -2.267242 -6.512175 1.6 -0.7 0.4 -1.080
H 2.445407 -1.650349 -0.886294 -0.4 0.0 0.6 -1.094
H 1.857817 -0.269398 -1.840337 0.6 0.0 0.4 0.709
H 3.384055 -0.169912 -0.793702 0.1 0.4 0.0 -0.944
H 4.810857 0.129498 -3.047873 -0.7 -0.2 -0.6 -0.112
H 3.094672 0.428571 -3.456847 0.0 -0.1 -0.4 -0.195
H 4.962956 -1.661543 -4.737915 -0.1 -0.2 -0.1 0.172
H 4.579627 -0.105630 -5.495204 0.1 0.0 0.3 0.391
H 3.974347 -3.082157 -6.211946 -0.3 0.2 0.0 0.328
H 3.759445 -1.777057 -7.351278 0.0 0.4 -0.4 0.339
H 2.363028 -2.708808 -6.795578 -1.1 -0.4 -0.5 0.325
C -1.642927 1.872203 3.124500 -0.5 -0.4 -0.8 0.676
O -1.316711 3.208866 3.524411 0.2 -0.8 0.3 0.060
C -1.723750 3.422810 4.845209 0.0 -0.2 1.8 -0.186
C -1.312867 4.769789 5.410216 2.5 -0.3 -1.2 -0.924
O 0.105168 4.771018 5.895380 -1.8 1.5 -0.5 -0.258
C 0.391205 6.156275 6.217326 2.3 -1.1 0.4 -0.911
H -1.350227 1.776227 2.045950 -0.5 0.0 1.1 -1.064
H -2.741547 1.684269 3.212722 0.5 0.4 -0.2 0.729
H -1.183752 1.032653 3.707290 0.2 1.0 -0.3 -0.266
H -1.301052 2.666027 5.568483 -0.3 0.3 -0.8 -0.108
H -2.825480 3.352659 4.945450 0.2 0.0 -0.2 0.392
H -1.903944 5.084986 6.228953 -0.9 0.1 0.9 0.574
H -1.357343 5.524354 4.619913 -0.2 0.0 0.0 0.352
H 1.435724 6.172994 6.629060 -0.9 -0.2 -0.2 0.270
H -0.252084 6.572718 6.983158 -0.4 0.0 0.0 0.350
H 0.468602 6.818855 5.354795 -0.6 -0.1 -0.3 0.346
C -2.274460 -3.447512 -4.770592 -1.0 0.8 -0.4 -0.623
O -1.207594 -2.533256 -4.948233 0.5 -1.3 0.7 -0.189
C -0.046920 -2.939516 -4.260130 1.7 1.0 -0.9 -1.571
C 0.096244 -2.557060 -2.825233 0.8 1.6 -0.8 2.497
O -0.319455 -3.612388 -2.079099 -0.8 -1.0 0.6 -0.562
C -0.154357 -3.469860 -0.707502 0.1 -1.5 0.9 0.399
H -2.043660 -4.505977 -5.023729 0.1 0.7 0.1 0.250
H -2.962667 -3.003884 -5.500404 -0.6 -0.8 0.2 0.374
H -2.725467 -3.380076 -3.764739 0.3 -0.1 -0.3 0.112
H 0.755897 -2.444165 -4.798166 0.2 0.3 -0.1 -0.153
H 0.244029 -3.989493 -4.285341 -0.8 -0.5 -0.5 0.753
H -0.489136 -1.635330 -2.665301 0.0 0.0 0.3 -0.687
H 1.175234 -2.325464 -2.644803 -0.6 -0.1 0.0 -0.812
H 0.914380 -3.400496 -0.404760 -0.5 -0.3 -0.2 -0.264
H -0.674056 -4.378844 -0.325059 0.8 0.6 0.3 0.115
H -0.651852 -2.629397 -0.270194 -0.4 0.9 0.0 -0.061
C 1.618607 4.762112 2.264470 1.3 -0.1 -1.8 -0.335
O 2.747583 3.922896 2.626430 -1.3 0.5 0.3 -0.328
C 2.302344 3.048009 3.651337 -0.7 -0.5 0.3 1.035
C 3.421982 2.635542 4.598530 -0.8 2.0 0.5 -1.090
O 4.312273 1.791840 3.977662 0.3 -1.2 -0.4 0.278
C 5.442434 1.513136 4.773285 -0.2 0.2 -0.2 -1.156
H 2.077109 5.492464 1.559353 -0.6 -0.4 0.3 0.280
H 1.181152 5.319251 3.083518 0.0 -0.1 0.5 0.197
H 0.815956 4.185878 1.739632 0.6 0.3 0.5 0.009
H 1.764989 2.156524 3.213773 0.6 0.6 0.3 -0.354
H 1.540761 3.601738 4.228900 0.3 -0.4 0.2 -0.233
H 2.939541 2.243511 5.533723 0.5 -0.2 -0.6 0.295
H 3.962118 3.579925 4.909511 -0.5 -0.6 -0.2 0.432
H 6.041000 2.417030 4.852218 0.3 0.1 0.2 0.277
H 6.022652 0.723900 4.303947 0.0 0.0 -0.1 0.262
H 5.137641 1.198863 5.765225 0.0 -0.2 0.4 0.425
C 3.276327 -6.464591 4.839423 1.3 0.0 -0.1 -0.470
O 2.540732 -5.970194 5.904137 -1.5 0.3 0.5 -0.314
C 3.131557 -5.025112 6.734085 0.9 1.0 -0.2 -0.922
C 2.999597 -3.584289 6.244251 -0.6 -0.1 0.7 0.572
O 3.837300 -3.351862 5.149373 0.0 -0.1 -0.6 -0.472
C 3.701294 -2.034005 4.707685 -0.5 0.6 -2.0 -0.252
H 4.155698 -6.995734 5.278955 -0.3 0.2 -0.7 0.377
H 3.625706 -5.655565 4.150374 -0.3 -0.7 0.3 0.129
H 2.617681 -7.177871 4.344865 0.3 0.0 -0.2 0.161
H 4.203809 -5.175259 6.809486 0.4 -0.5 0.3 0.382
H 2.671785 -5.128286 7.709415 -0.1 0.1 0.2 0.378
H 3.269073 -2.812767 6.988636 -0.2 -0.6 0.4 0.475
H 1.933501 -3.463297 6.013479 0.0 0.4 -0.3 -0.454
H 4.311491 -1.866852 3.783895 -0.5 -0.3 0.8 -0.026
H 3.995645 -1.283358 5.408637 0.6 0.4 1.0 0.575
H 2.646497 -1.754349 4.467175 0.5 -0.6 -0.1 -0.056
C -5.582914 0.772243 -5.387340 0.3 0.7 1.0 -0.492
O -5.854073 1.832538 -4.466190 0.6 0.3 -0.1 0.362
C -6.270478 3.038084 -5.060870 -1.7 -0.2 0.4 -0.704
C -5.388297 3.864307 -5.932983 0.7 -0.2 0.4 -0.679
O -4.427303 4.566965 -5.170856 1.2 -0.5 -0.3 -0.357
C -3.167153 3.877669 -5.115898 -0.1 -0.8 0.3 -0.389
H -5.271972 -0.052168 -4.729755 -0.2 0.0 -0.5 -0.186
H -4.752471 1.039997 -6.052243 -0.2 -0.1 -0.1 0.176
H -6.495176 0.566252 -5.942264 0.0 -0.4 -0.3 0.408
H -6.634316 3.710237 -4.262535 0.4 -0.4 0.0 0.152
H -7.177335 2.865531 -5.659002 -0.1 -0.4 -0.1 0.559
H -6.083890 4.599261 -6.303989 0.0 0.4 -0.6 0.405
H -4.936751 3.291337 -6.764041 -0.1 0.3 0.2 0.275
H -2.442575 4.479740 -4.572475 -0.2 0.2 0.0 0.129
H -2.751960 3.670453 -6.110449 -0.2 0.3 0.0 0.543
H -3.201641 2.881733 -4.595153 -0.4 0.8 -0.3 -0.087
C -2.356785 -1.223694 1.714943 -1.3 -0.3 1.1 0.803
O -3.615484 -1.451920 1.040478 1.4 -0.4 0.1 -0.319
C -3.308659 -2.066797 -0.202737 -0.2 -0.3 -0.7 1.538
C -4.629358 -2.231803 -0.963249 0.5 0.0 0.2 -0.658
O -4.431412 -3.004412 -2.108801 0.3 -0.9 -0.7 -0.272
C -5.550952 -3.076664 -2.990734 0.6 0.4 0.6 -0.516
H -2.559911 -0.649320 2.614079 -0.3 0.5 -0.1 -0.130
H -1.693135 -0.717594 1.069536 0.8 0.7 -0.6 -0.515
H -1.855426 -2.100505 2.141785 -0.3 -0.6 -0.6 -0.197
H -2.845008 -3.076214 -0.064828 -0.3 0.7 0.0 0.090
H -2.598562 -1.423610 -0.787349 -0.4 -0.5 0.4 -0.973
H -4.991657 -1.267251 -1.294345 -0.4 0.5 0.3 -0.041
H -5.333288 -2.720113 -0.291901 -0.4 0.1 0.1 0.248
H -5.190803 -3.535735 -3.906881 -0.1 0.0 -0.1 0.339
H -5.919561 -2.069727 -3.160967 -0.2 0.3 -0.3 -0.016
H -6.381653 -3.647359 -2.584192 -0.1 -0.3 0.2 0.286
C 5.456853 0.700856 1.218701 0.7 -0.3 -0.1 -0.278
O 5.785238 -0.250604 0.218170 -1.3 -1.0 1.0 -0.143
C 6.592758 0.236727 -0.769371 1.1 1.0 -1.3 -0.189
C 7.025009 -0.864202 -1.737095 0.0 0.1 0.5 -0.181
O 7.334438 -0.354703 -3.035060 0.1 -1.2 0.1 -0.398
C 7.569317 -1.539345 -3.836563 0.0 0.0 2.1 -0.618
H 5.117971 1.666186 0.834791 0.3 0.1 -0.2 -0.046
H 6.324727 0.787652 1.884075 -0.1 0.5 0.0 0.644
H 4.650879 0.306056 1.798359 -0.6 -0.4 0.4 -0.369
H 7.476451 0.705290 -0.317225 0.1 0.2 -0.2 0.473
H 6.031673 0.980900 -1.337669 0.2 0.4 -0.2 -0.031
H 6.170293 -1.538461 -1.825693 0.0 -0.3 0.1 -0.071
H 7.906731 -1.418422 -1.343186 -0.5 0.2 -0.1 0.485
H 6.717073 -2.231726 -3.672655 0.4 0.3 -0.6 0.197
H 8.473294 -2.069210 -3.484069 -0.2 0.2 0.0 0.303
H 7.757454 -1.252840 -4.830343 -0.2 0.4 -1.3 0.280
```
Forces are in eV/Å.

The HOMO energy comes out at -8.9 eV. As for the LUMO energy: 0.538 eV. The energy above the lowest of the compared OMol25 structures with the same formula, charge and spin comes out at 50.2 kJ/mol. The value obtained for the HOMO-LUMO gap is 9.419 eV. The spin multiplicity is 1.